Entry 1:
{
  "formula": "C23H11Cl5KNO5",
  "method": "wB97M-V/def2-TZVPD",
  "total_charge": -2,
  "symbols": ["K", "O", "C", "O", "C", "C", "C", "C", "C", "N", "C", "O", "O", "H", "H", "H", "H", "Cl", "C", "C", "Cl", "C", "Cl", "C", "O", "C", "Cl", "C", "Cl", "C", "C", "C", "C", "C", "C", "C", "C", "C", "C", "H", "H", "H", "H", "H", "H", "H"],
  "coordinates": [[13.19840, 7.17866, 12.92082], [16.59299, 10.86307, 14.42760], [15.64964, 9.89153, 14.22052], [15.48689, 9.36158, 13.12761], [14.82833, 9.53614, 15.44804], [15.02781, 10.22068, 16.68457], [14.19337, 9.86492, 17.74243], [13.29232, 8.80187, 17.59861], [13.25018, 8.06172, 16.35559], [13.91737, 8.58703, 15.34327], [12.47085, 6.72857, 16.23024], [11.98997, 6.42890, 17.37006], [12.41139, 6.16446, 15.10399], [17.01637, 11.06431, 13.58103], [15.81227, 10.97853, 16.73412], [14.20655, 10.44011, 18.68329], [12.64647, 8.45464, 18.38736], [8.16002, 10.89367, 7.83526], [9.02069, 9.79483, 8.75489], [9.94839, 10.30478, 9.75537], [9.94038, 11.95280, 10.18640], [10.82550, 9.43749, 10.39185], [12.13570, 9.94882, 11.35024], [10.64408, 7.95816, 10.24316], [11.40929, 7.15378, 10.81589], [9.62333, 7.47814, 9.31289], [9.44199, 5.83725, 9.11006], [8.86449, 8.38855, 8.55767], [7.56875, 7.82694, 7.54529], [13.29788, 1.59985, 9.66367], [12.50650, 2.78300, 9.66110], [13.02514, 3.97515, 10.05066], [14.41779, 4.05175, 10.44835], [15.04185, 5.20609, 10.77277], [16.39051, 5.32353, 10.99190], [17.23156, 4.19014, 10.88963], [16.64624, 2.98638, 10.63816], [15.27128, 2.87450, 10.31510], [14.65999, 1.64787, 9.97158], [12.82113, 0.66005, 9.46809], [11.47751, 2.78639, 9.32947], [12.37965, 4.85633, 10.06157], [16.87545, 6.28187, 11.20043], [18.29973, 4.33300, 11.01847], [17.24226, 2.07175, 10.75268], [15.23811, 0.71152, 9.95944]],
  "forces_ev_per_a": [[0.2, -0.3, -0.9], [-0.5, -0.3, 0.3], [-0.6, -1.0, -1.7], [0.4, 1.1, 1.9], [0.3, 1.4, 1.9], [0.1, -0.6, -1.4], [-0.6, -0.1, 0.2], [0.5, -0.6, -1.2], [0.5, 2.1, 1.3], [0.6, -1.3, -1.5], [-0.9, -0.3, 0.8], [0.5, -0.2, -1.8], [0.1, 0.7, 1.8], [-0.2, -0.3, -0.1], [-0.4, -0.2, 0.2], [0.1, -0.4, -0.5], [0.0, 0.0, 0.2], [-1.1, 1.1, -0.9], [1.5, -1.2, 1.8], [-0.4, -2.1, -1.0], [0.1, 0.8, -0.1], [-1.7, -1.7, -1.0], [0.2, 0.2, 0.4], [0.9, 0.3, -0.4], [-0.4, 0.4, 0.3], [0.0, 3.0, -0.1], [-0.1, -1.6, 0.0], [0.7, 0.9, 1.4], [0.3, 0.0, -0.1], [1.1, 0.6, 0.4], [0.1, -0.3, -0.1], [1.0, 0.0, 0.4], [0.3, -2.6, -1.5], [-0.5, 4.6, 1.4], [0.5, -0.9, -0.5], [-0.4, 1.0, 0.2], [0.3, -1.2, -0.2], [-1.0, 0.3, 0.6], [-1.3, -0.7, -0.2], [-0.1, -0.4, -0.3], [-0.2, -0.4, 0.0], [0.5, 0.0, 0.1], [-0.2, 0.0, 0.1], [0.2, -0.4, 0.2], [-0.2, 0.1, -0.4], [-0.1, 0.4, 0.0]]
}



Entry 2:
{
  "formula": "C23H11F15N3PdS",
  "method": "wB97M-V/def2-TZVPD",
  "total_charge": -1,
  "symbols": ["Pd", "C", "N", "C", "C", "N", "C", "C", "F", "C", "F", "C", "F", "C", "F", "C", "F", "C", "C", "N", "C", "C", "F", "C", "F", "C", "F", "C", "F", "C", "F", "H", "H", "H", "H", "H", "H", "H", "H", "H", "H", "H", "F", "C", "C", "F", "C", "F", "C", "S", "C", "F", "C", "F"],
  "coordinates": [[-0.23469, 0.06876, -0.42185], [2.99909, -0.78690, -1.08056], [2.23357, -0.07288, -0.08088], [2.60296, 1.32739, 0.03539], [1.47852, 2.24344, 0.49466], [0.26837, 1.99772, -0.26874], [-0.81344, 2.82206, -0.04901], [-1.87802, 2.77459, -0.97478], [-1.77694, 1.95753, -2.03223], [-3.02228, 3.52800, -0.86340], [-3.98393, 3.44014, -1.78871], [-3.17768, 4.39876, 0.19925], [-4.28652, 5.14098, 0.31805], [-2.17041, 4.48422, 1.13050], [-2.30950, 5.31020, 2.17526], [-1.02816, 3.70872, 1.01747], [-0.13063, 3.83577, 2.01267], [2.14311, -0.83411, 1.15505], [1.18783, -0.25268, 2.18321], [-0.14781, -0.02086, 1.65978], [-1.02925, 0.67817, 2.40702], [-0.80850, 1.27807, 3.66797], [0.39586, 1.20054, 4.28809], [-1.77383, 1.98568, 4.36276], [-1.46425, 2.50836, 5.55842], [-3.03386, 2.18034, 3.84951], [-3.96627, 2.87054, 4.52644], [-3.30822, 1.62121, 2.61658], [-4.52679, 1.77012, 2.08119], [-2.35221, 0.89580, 1.94268], [-2.72916, 0.38035, 0.76149], [4.06757, -0.87462, -0.82051], [2.59213, -1.79205, -1.19494], [2.91898, -0.27734, -2.04053], [3.45596, 1.46188, 0.72142], [2.92381, 1.65492, -0.95505], [1.33267, 2.13405, 1.56527], [1.81521, 3.27544, 0.33489], [1.82284, -1.84220, 0.88513], [3.12995, -0.90661, 1.64486], [1.14876, -0.96098, 3.01993], [1.65660, 0.64943, 2.57958], [-6.12718, -3.59663, 0.41565], [-4.86006, -3.27417, 0.13017], [-4.58114, -2.23704, -0.73837], [-5.58841, -1.55459, -1.29478], [-3.26942, -1.91763, -1.02750], [-3.06208, -0.90025, -1.86578], [-2.19033, -2.59950, -0.47178], [-0.52638, -2.20430, -0.84626], [-2.51297, -3.63553, 0.39927], [-1.54747, -4.35033, 0.98799], [-3.81878, -3.97563, 0.69903], [-4.08414, -4.98333, 1.54301]],
  "forces_ev_per_a": [[0.1, -0.1, 0.1], [0.0, 0.0, 0.0], [0.0, -0.1, -0.2], [0.2, 0.0, 0.0], [-0.1, 0.1, 0.1], [-0.2, 0.3, -0.2], [0.0, -0.1, 0.0], [0.1, 0.0, 0.0], [0.0, -0.1, -0.1], [0.0, 0.0, -0.1], [0.0, 0.0, 0.0], [-0.1, 0.1, 0.0], [0.0, 0.0, 0.0], [0.1, 0.0, 0.1], [0.0, 0.0, 0.0], [0.0, 0.1, -0.1], [0.1, 0.1, 0.0], [0.0, -0.1, 0.0], [0.0, 0.0, 0.1], [-0.1, -0.2, 0.1], [0.0, 0.1, -0.1], [0.0, 0.0, 0.1], [-0.1, 0.0, 0.0], [0.2, 0.0, 0.0], [0.0, 0.0, 0.0], [-0.1, 0.0, 0.0], [0.0, 0.0, 0.0], [0.0, -0.1, 0.0], [0.0, 0.0, 0.0], [-0.1, 0.0, 0.1], [-0.1, -0.1, -0.1], [0.0, 0.0, 0.0], [0.0, 0.0, 0.0], [0.0, 0.0, 0.0], [0.1, 0.0, 0.0], [0.0, 0.0, 0.0], [0.0, 0.1, 0.0], [0.0, 0.0, 0.0], [0.0, 0.0, 0.0], [0.1, 0.0, 0.0], [0.0, 0.0, 0.0], [0.0, -0.1, 0.1], [0.0, 0.0, 0.0], [-0.1, 0.0, 0.0], [0.0, 0.0, 0.0], [0.0, 0.0, 0.0], [0.0, 0.1, 0.0], [0.0, 0.0, -0.1], [0.0, 0.1, 0.1], [0.0, 0.0, -0.1], [0.0, 0.0, 0.0], [0.0, 0.0, 0.0], [0.1, -0.1, 0.1], [0.0, 0.0, 0.0]]
}



Calculated HOMO level, -0.304; -4.507 eV (same order as the records).
Calculated orbital gap, 4.07; 6.63 eV (same order as the records).
Calculated energy relative to the best compared isomer or geometry (same formula, charge and spin), 0.0; 68.2 kJ/mol (same order as the records).